No. 1
A molecular structure, C66H70BrGe2IInN5O2S4. Source: the Open Molecules 2025 dataset; level of theory: ωB97M-V with the def2-TZVPD basis set.

Geometry as XYZ:
```
152
Properties=species:S:1:pos:R:3
In 1.23 0.03 -2.25
C -1.80 -3.44 6.90
C -2.15 -2.95 5.52
C -2.50 -1.62 5.30
C -2.93 -1.17 4.06
C -3.37 0.26 3.89
C -3.00 -2.08 3.00
C -2.59 -3.41 3.18
C -2.63 -4.40 2.04
C -2.18 -3.82 4.44
C -3.80 -1.72 1.78
C -5.17 -1.87 1.99
C -6.09 -1.65 0.98
C -5.62 -1.30 -0.27
C -4.25 -1.14 -0.51
C -3.32 -1.33 0.53
Ge -1.39 -0.96 0.26
S -0.96 -0.94 -1.89
S -0.75 0.94 1.30
Ge 1.21 -0.18 1.48
S 2.57 0.35 -0.19
S 0.21 -2.18 1.26
C 2.42 0.02 3.02
C 3.16 -1.07 3.50
C 4.19 -0.86 4.41
C 4.48 0.41 4.89
C 3.71 1.48 4.46
C 2.69 1.30 3.53
C 1.85 2.49 3.23
C 2.35 3.56 2.48
C 3.69 3.50 1.78
C 1.58 4.72 2.36
C 0.34 4.84 2.95
C -0.47 6.10 2.82
C -0.14 3.76 3.69
C 0.60 2.60 3.86
C 0.08 1.51 4.76
C 2.89 -2.49 3.13
C 3.66 -3.15 2.17
C 4.78 -2.45 1.45
C 3.41 -4.50 1.92
C 2.44 -5.20 2.62
C 2.15 -6.65 2.33
C 1.72 -4.53 3.61
C 1.93 -3.19 3.88
C 1.13 -2.48 4.93
C -3.93 -0.80 -1.94
C -3.77 -1.83 -2.87
C -3.79 -3.27 -2.43
C -3.50 -1.51 -4.19
C -3.41 -0.19 -4.61
C -3.09 0.15 -6.04
C -3.62 0.82 -3.68
C -3.88 0.54 -2.34
C -4.06 1.65 -1.35
H -1.43 -2.63 7.53
H -1.04 -4.22 6.86
H -2.68 -3.87 7.39
H -2.45 -0.92 6.13
H -3.05 0.86 4.73
H -4.46 0.32 3.81
H -2.96 0.69 2.98
H -3.55 -4.31 1.46
H -2.56 -5.42 2.42
H -1.79 -4.23 1.36
H -1.90 -4.86 4.58
H -5.51 -2.18 2.98
H -7.15 -1.78 1.16
H -6.30 -1.15 -1.09
H 4.75 -1.72 4.76
H 5.27 0.56 5.60
H 3.88 2.47 4.85
H 4.26 2.62 2.06
H 4.28 4.39 2.01
H 3.54 3.47 0.70
H 1.98 5.54 1.78
H 0.01 6.81 2.15
H -0.60 6.58 3.80
H -1.47 5.88 2.43
H -1.11 3.84 4.18
H -0.78 1.87 5.33
H 0.84 1.18 5.46
H -0.25 0.63 4.20
H 4.57 -1.40 1.29
H 4.96 -2.92 0.49
H 5.70 -2.52 2.03
H 3.99 -5.01 1.16
H 2.92 -7.08 1.69
H 1.19 -6.75 1.82
H 2.10 -7.23 3.25
H 0.98 -5.07 4.19
H 0.64 -3.19 5.59
H 0.35 -1.87 4.46
H 1.75 -1.81 5.53
H -4.64 -3.49 -1.78
H -2.88 -3.51 -1.88
H -3.83 -3.93 -3.30
H -3.33 -2.31 -4.90
H -2.65 -0.71 -6.56
H -2.39 0.98 -6.11
H -3.99 0.43 -6.59
H -3.56 1.86 -3.99
H -3.90 2.62 -1.82
H -3.36 1.56 -0.51
H -5.06 1.64 -0.92
I 3.71 -2.59 -2.15
C 4.41 -0.80 -2.95
C 5.77 -0.63 -3.15
C 6.20 0.51 -3.79
C 5.27 1.43 -4.25
C 3.93 1.18 -4.00
N 3.51 0.11 -3.33
H 6.46 -1.39 -2.82
H 7.26 0.68 -3.96
H 5.56 2.31 -4.80
H 3.16 1.85 -4.35
Br -0.75 -3.34 -5.46
C -0.33 -1.91 -6.62
C -0.75 -2.04 -7.94
C -0.53 -1.01 -8.84
C 0.09 0.16 -8.43
C 0.48 0.29 -7.11
C 0.30 -0.75 -6.20
C 0.77 -0.51 -4.80
O 1.20 -1.44 -4.08
O 0.70 0.68 -4.35
H -1.25 -2.95 -8.25
H -0.86 -1.13 -9.87
H 0.25 0.97 -9.13
H 0.95 1.20 -6.76
C 1.11 3.32 -0.94
N 0.76 2.58 -2.18
C 1.31 3.36 -3.31
N 0.80 4.72 -3.37
C 1.14 5.39 -2.11
N 0.59 4.68 -0.96
C -0.86 4.62 -1.10
N -1.26 3.95 -2.34
C -0.72 2.59 -2.31
C -0.66 4.66 -3.47
H 2.20 3.34 -0.84
H 0.70 2.79 -0.08
H 1.06 2.84 -4.24
H 2.40 3.41 -3.19
H 0.75 6.40 -2.12
H 2.23 5.43 -2.01
H -1.26 5.64 -1.11
H -1.28 4.08 -0.25
H -0.99 2.07 -3.23
H -1.14 2.05 -1.46
H -1.05 5.68 -3.49
H -0.93 4.15 -4.39
```

Results
energy above the lowest of the compared OMol25 structures with the same formula, charge and spin: 0.0 kJ/mol
total energy: -11790.054728 hartree
frontier orbital gap: 7.84 eV
lowest unoccupied orbital energy: 0.000 Eh
molecular weight: 1560.43 g mol⁻¹
multiplicity: 1
highest occupied orbital energy: -0.2875 hartree

=====

No. 2
A molecular structure, CH2NO3S at a distorted geometry. Source: the Open Molecules 2025 dataset; level of theory: ωB97M-V with the def2-TZVPD basis set.

Geometry as XYZ:
```
8
Properties=species:S:1:pos:R:3
C 0.27 0.31 -0.86
N 1.24 -0.48 -0.37
O 1.16 -1.72 -0.30
O 2.34 0.14 -0.24
O 0.28 1.60 -0.58
S -1.94 -0.47 -0.38
H 0.88 1.77 0.18
H -1.31 -1.57 0.02
```

Results
energy above the lowest of the compared OMol25 structures with the same formula, charge and spin: 515.6 kJ/mol
net charge: -1
total energy: -717.845025 hartree
frontier orbital gap (spin up / spin down): 6.95 / 6.95 eV
lowest unoccupied orbital energy (spin up / spin down): 0.131 / 0.131 Eh
molecular weight: 108.10 g mol⁻¹
multiplicity: 1
highest occupied orbital energy (spin up / spin down): -0.1242 / -0.1243 hartree

=====

No. 3
A molecular structure, C37H31BF4GeN6O5SSc at a distorted geometry. Source: the Open Molecules 2025 dataset; level of theory: ωB97M-V with the def2-TZVPD basis set.

Geometry as XYZ:
```
87
Properties=species:S:1:pos:R:3
Sc -0.62 0.43 -0.51
O -3.88 2.96 -0.82
C -2.76 2.54 -0.66
N -2.31 1.57 0.21
C -3.17 0.96 1.08
O -4.38 1.01 1.13
C -2.38 0.14 2.08
C -3.01 -0.37 3.20
C -2.25 -1.08 4.12
C -0.90 -1.25 3.88
C -0.36 -0.72 2.72
N -1.08 -0.05 1.82
C -1.59 3.17 -1.39
C -1.81 4.24 -2.24
C -0.73 4.89 -2.79
C 0.55 4.48 -2.44
C 0.69 3.39 -1.60
N -0.35 2.72 -1.10
H -4.07 -0.19 3.33
H -2.70 -1.48 5.02
H -0.26 -1.78 4.57
H 0.70 -0.82 2.49
H -2.83 4.53 -2.45
H -0.87 5.73 -3.47
H 1.43 4.98 -2.82
H 1.67 3.04 -1.31
F -1.43 -0.79 -4.24
B -0.96 -0.20 -3.13
F -0.11 -1.05 -2.32
F -0.27 0.99 -3.29
F -2.01 0.13 -2.16
O -7.90 -0.25 -0.30
C -7.44 -1.45 -0.88
N -6.03 -1.55 -0.60
C -5.51 -2.67 -0.04
O -6.17 -3.67 0.21
C -4.02 -2.70 0.15
C -3.48 -3.86 0.71
C -2.12 -4.02 0.74
C -1.30 -3.00 0.23
N -1.80 -1.83 -0.19
C -3.14 -1.73 -0.26
H -8.79 -0.06 -0.63
H -7.58 -1.44 -1.97
H -7.93 -2.33 -0.46
H -5.55 -0.67 -0.56
H -4.16 -4.63 1.06
H -1.67 -4.93 1.10
H 0.59 -2.57 -0.41
H -3.50 -0.80 -0.68
O 1.44 -5.12 -0.84
S 0.75 -4.75 0.40
N 0.04 -3.23 0.14
C 4.34 2.38 -3.60
C 3.40 1.39 -3.84
C 2.77 0.76 -2.79
C 3.05 1.10 -1.46
C 3.99 2.10 -1.23
C 4.63 2.74 -2.29
Ge 2.02 0.21 0.01
C 3.22 -1.39 0.22
C 4.11 -1.78 -0.78
C 5.01 -2.82 -0.60
C 5.05 -3.50 0.60
C 4.17 -3.15 1.62
C 3.26 -2.12 1.42
C 2.73 1.22 1.59
C 3.96 0.94 2.18
C 4.45 1.72 3.22
C 3.71 2.79 3.70
C 2.48 3.08 3.13
C 2.00 2.30 2.09
H 4.84 2.88 -4.42
H 3.16 1.12 -4.86
H 2.04 -0.01 -3.00
H 4.22 2.40 -0.22
H 5.35 3.52 -2.09
H 4.11 -1.23 -1.72
H 5.70 -3.07 -1.39
H 5.75 -4.31 0.75
H 4.20 -3.67 2.57
H 2.60 -1.84 2.23
H 4.55 0.11 1.81
H 5.42 1.49 3.65
H 4.09 3.39 4.51
H 1.90 3.91 3.51
H 1.03 2.53 1.65
```

Results
energy above the lowest of the compared OMol25 structures with the same formula, charge and spin: 283.8 kJ/mol
total energy: -5793.842499 hartree
frontier orbital gap (spin up / spin down): 7.50 / 6.96 eV
lowest unoccupied orbital energy (spin up / spin down): -0.030 / -0.051 Eh
molecular weight: 876.13 g mol⁻¹
multiplicity: 2
highest occupied orbital energy (spin up / spin down): -0.3058 / -0.3063 hartree

=====

No. 4
A single C4H8O2 molecule. Source: the Open Molecules 2025 dataset; level of theory: ωB97M-V with the def2-TZVPD basis set.

Geometry as XYZ:
```
14
Properties=species:S:1:pos:R:3
O -0.85 -1.57 -0.55
C 0.16 -0.98 0.24
C 1.00 0.02 -0.56
C -0.01 1.17 -0.70
O -0.95 1.03 0.38
C -0.50 -0.03 1.23
H -1.55 -0.91 -0.62
H 0.74 -1.79 0.70
H 1.31 -0.34 -1.54
H 1.89 0.31 0.01
H -0.57 1.07 -1.64
H 0.48 2.15 -0.69
H 0.19 0.36 2.00
H -1.36 -0.49 1.73
```

Results
energy above the lowest of the compared OMol25 structures with the same formula, charge and spin: 119.9 kJ/mol
SMILES: O[C@H]1CCOC1
total energy: -307.666762 hartree
frontier orbital gap: 10.84 eV
lowest unoccupied orbital energy: 0.036 Eh
molecular weight: 88.11 g mol⁻¹
multiplicity: 1
highest occupied orbital energy: -0.3629 hartree

=====

No. 5
A single C16H17BrN2O4S2 molecule. Source: the Open Molecules 2025 dataset; level of theory: ωB97M-V with the def2-TZVPD basis set.

Geometry as XYZ:
```
42
Properties=species:S:1:pos:R:3
O -0.95 2.19 2.19
C -1.73 2.02 1.29
C -1.30 1.69 -0.15
C 0.00 0.98 -0.16
C 1.21 1.43 0.29
C 2.23 0.47 0.18
C 1.79 -0.71 -0.35
S 2.74 -2.15 -0.73
O 3.98 -2.07 -0.02
O 1.90 -3.29 -0.56
N 3.03 -1.86 -2.36
C 2.12 -2.51 -3.28
C 2.55 -3.96 -3.54
O 3.88 -4.01 -4.00
C 4.77 -3.44 -3.06
C 4.42 -1.98 -2.79
S 0.11 -0.66 -0.72
N -3.09 2.13 1.40
C -3.85 2.45 2.53
C -3.29 2.65 3.79
C -4.09 2.96 4.87
C -5.46 3.08 4.73
C -6.03 2.88 3.49
C -5.23 2.57 2.40
Br -6.07 2.31 0.70
H -1.21 2.65 -0.67
H -2.06 1.09 -0.65
H 1.35 2.41 0.71
H 3.25 0.61 0.48
H 1.12 -2.50 -2.83
H 2.11 -1.94 -4.21
H 1.94 -4.41 -4.33
H 2.44 -4.53 -2.61
H 5.77 -3.54 -3.48
H 4.72 -4.00 -2.10
H 5.04 -1.58 -1.99
H 4.54 -1.39 -3.70
H -3.63 1.98 0.56
H -2.22 2.56 3.90
H -3.63 3.12 5.84
H -6.08 3.33 5.57
H -7.10 2.97 3.35
```

Results
energy above the lowest of the compared OMol25 structures with the same formula, charge and spin: 0.0 kJ/mol
SMILES: O=C(Cc1ccc(S(=O)(=O)N2CCOCC2)s1)Nc1ccccc1Br
total energy: -4400.752415 hartree
frontier orbital gap: 9.07 eV
lowest unoccupied orbital energy: 0.010 Eh
molecular weight: 445.36 g mol⁻¹
multiplicity: 1
highest occupied orbital energy: -0.3238 hartree